# 1
Computed, not measured: a structure of composition C18H27CuF6GeNOSSb, with ωB97M-V/def2-TZVPD.

Structure (XYZ):
```
57
Properties=species:S:1:pos:R:3:forces:R:3:mulliken_charge:R:1
Cu 0.03275 0.47901 0.12849 0.0 0.0 -0.1 0.760
O -0.52050 -1.38628 1.42677 0.0 0.1 0.0 -0.290
C -0.81193 -1.24018 2.82174 -0.1 0.0 0.0 -0.835
C -1.95298 -0.27367 3.10263 0.1 0.0 0.0 -0.668
C -1.62504 1.20424 2.79388 0.0 0.0 0.0 -0.623
C -2.25708 1.76298 1.54749 0.1 0.0 0.1 0.522
C -3.41490 2.52932 1.62510 0.0 0.0 0.1 -0.857
C -3.95638 3.08009 0.48109 0.0 0.0 0.0 -0.414
C -3.32482 2.85688 -0.73057 0.0 0.0 -0.1 -0.946
C -2.18643 2.07755 -0.73751 0.0 0.0 0.0 -0.264
N -1.66496 1.53014 0.36865 -0.1 0.0 -0.1 1.028
H -1.31147 -1.70529 0.97756 0.0 0.0 0.0 0.030
H 0.11156 -0.87674 3.27312 0.0 0.0 0.0 0.436
H -1.03776 -2.22359 3.24483 0.0 0.0 0.0 0.371
H -2.19146 -0.37165 4.16452 0.0 0.0 0.0 0.407
H -2.85033 -0.59649 2.56279 0.0 0.0 0.0 0.362
H -0.54642 1.33477 2.71683 0.0 0.0 0.0 -0.189
H -1.95105 1.82754 3.62615 0.0 0.0 0.0 0.743
H -3.86514 2.70824 2.59203 0.0 0.0 0.0 0.468
H -4.84816 3.69073 0.53571 0.0 0.0 0.0 0.413
H -3.69265 3.28487 -1.65174 0.0 0.0 0.0 0.437
H -1.64829 1.88808 -1.65692 0.0 0.0 0.0 0.207
F 1.42183 1.28366 1.68098 0.0 -0.1 0.1 -0.604
Sb 1.93644 3.11239 1.27339 0.0 0.0 0.0 2.369
F 0.17428 3.59730 1.77468 0.0 0.0 0.0 -0.615
F 1.27632 2.75176 -0.47794 0.0 0.0 0.0 -0.664
F 2.36149 4.88021 0.82496 0.0 0.0 0.0 -0.533
F 3.61755 2.45562 0.75010 0.0 0.0 0.0 -0.552
F 2.50800 3.31450 3.04935 0.0 0.0 0.0 -0.553
S 1.38708 -0.37802 -1.43780 0.0 0.0 0.0 -0.286
C 2.92543 -0.61562 -0.56860 0.0 0.0 0.0 0.834
C 2.95232 -1.22563 0.67941 0.0 0.0 0.0 -0.130
C 4.15960 -1.36230 1.34220 0.0 0.0 0.0 -0.795
C 5.32867 -0.87600 0.77048 0.0 0.0 0.0 -0.424
C 5.29184 -0.25384 -0.46679 0.0 0.0 0.0 -0.596
C 4.08737 -0.12503 -1.14412 0.0 0.0 0.0 -0.488
H 2.02840 -1.56445 1.13338 0.0 0.0 0.0 0.207
H 4.18648 -1.82853 2.31839 0.0 0.0 0.0 0.392
H 6.26733 -0.96949 1.30057 0.0 0.0 0.0 0.383
H 6.19782 0.14351 -0.90429 0.0 0.0 0.0 0.383
H 4.04394 0.37361 -2.10338 0.0 0.0 0.0 0.393
C -0.98877 -0.57137 -3.88474 0.0 0.0 0.0 -0.979
Ge -0.92394 -2.06477 -2.63090 0.0 0.0 0.0 0.539
C -2.37145 -1.88906 -1.31911 0.0 0.0 0.0 -0.975
C -1.09801 -3.77495 -3.55639 0.0 0.0 0.0 -1.226
C 0.82714 -2.07264 -1.70652 0.0 0.0 0.0 -0.990
H -1.95079 -0.54944 -4.39733 0.0 0.0 0.0 0.371
H -0.20095 -0.66045 -4.63251 0.0 0.0 0.0 0.348
H -0.85071 0.37666 -3.36448 0.0 0.0 0.0 0.241
H -3.33586 -1.90227 -1.82846 0.0 0.0 0.0 0.432
H -2.29342 -0.94654 -0.77292 0.0 0.0 0.0 0.038
H -2.36403 -2.72717 -0.61753 0.0 0.0 0.0 0.324
H -2.06739 -3.84844 -4.04957 0.0 0.0 0.0 0.358
H -1.00808 -4.60380 -2.85397 0.0 0.0 0.0 0.375
H -0.32048 -3.88078 -4.31291 0.0 0.0 0.0 0.364
H 1.56436 -2.58377 -2.32666 0.0 0.0 0.0 0.518
H 0.74362 -2.59539 -0.75360 0.0 0.0 0.0 0.443
```
Forces are in eV/Å.

Properties
* HOMO energy: -8.569 eV
* energy relative to the best compared isomer or geometry (same formula, charge and spin): 0.000 eV
* Kohn-Sham gap: 8.85 eV
* total charge: 0
* max |F|: 0.1 eV/Å



# 2
Computed, not measured: a structure of composition C18H27N2O6P2Sn, with ωB97M-V/def2-TZVPD.

Structure (XYZ):
```
56
Properties=species:S:1:pos:R:3:forces:R:3:mulliken_charge:R:1
Sn 0.93731 -1.68175 -0.34773 -0.5 0.7 0.5 0.569
P -2.93856 -0.39066 -1.10084 -0.6 2.3 -2.2 0.636
C -1.75393 -0.89124 -2.38017 0.1 2.5 -0.8 -1.356
C -0.72613 0.20441 -2.63873 -1.1 -1.1 -0.2 0.513
N 0.49658 0.05618 -2.10849 0.4 0.1 0.6 0.170
C 1.39518 1.04073 -2.31818 0.2 0.6 -0.4 0.462
C 1.10368 2.15951 -3.09607 1.0 -0.3 0.5 -0.764
C -0.15834 2.30122 -3.64442 -1.0 -0.5 -0.1 -0.661
C -1.09805 1.30200 -3.41369 0.5 0.5 0.1 -0.640
C 2.77109 0.95630 -1.69058 0.4 0.1 0.1 -1.224
P 3.24977 -0.65962 -0.96438 0.1 0.3 -0.1 0.731
H -2.12284 1.34450 -3.77897 0.3 0.1 0.0 0.428
H 1.89273 2.90471 -3.24739 -0.4 -0.3 0.0 0.433
H -0.41868 3.15809 -4.24844 0.1 0.1 0.0 0.441
H 3.54573 1.20587 -2.43443 -0.3 0.1 0.2 0.635
H 2.86503 1.70229 -0.88370 -0.1 -0.2 -0.2 0.474
H -1.30543 -1.81567 -2.14902 0.7 -1.3 0.3 0.382
H -2.34880 -1.02874 -3.30051 0.1 0.0 0.5 0.475
H -2.47937 -5.29419 -5.15928 -0.4 0.1 0.9 0.310
O -2.07311 -5.38806 -6.00645 0.6 0.3 -0.9 -0.618
H -1.65166 -4.53509 -6.18905 -0.2 -0.3 0.1 0.310
H -4.10965 -2.26437 -0.34343 -2.3 -0.1 -0.3 0.343
O -3.18675 -2.31590 -0.26613 1.9 -4.6 2.5 -0.554
H -3.03041 -2.30332 0.68746 0.1 -0.5 0.4 0.344
C 4.17255 -1.53349 -2.26889 0.0 -0.1 -0.1 -1.240
H 4.76086 -0.83014 -2.87865 -0.2 -0.2 0.3 0.389
H 4.84905 -2.26287 -1.79860 -0.3 0.2 -0.2 0.435
H 3.46069 -2.06498 -2.91690 0.3 0.1 0.1 0.333
C 4.39825 -0.31422 0.40672 0.2 0.1 0.1 -1.070
H 3.90914 -0.58869 1.35418 0.2 0.1 -0.3 0.238
H 5.30677 -0.92232 0.27469 -0.3 0.3 0.1 0.413
H 4.66771 0.75385 0.42579 0.0 -0.4 0.0 0.373
C -2.45733 0.57508 0.32787 0.4 0.6 0.5 -0.970
H -3.12398 1.44935 0.40793 0.2 -0.2 -0.1 0.506
H -2.59274 -0.02342 1.25142 0.2 0.4 -0.4 0.333
H -1.41725 0.93235 0.31037 -0.4 -0.1 0.0 0.014
C -4.46196 0.25892 -1.82828 0.3 1.4 -0.4 -1.306
H -5.26493 0.14258 -1.07813 0.2 0.1 -0.6 0.394
H -4.31556 1.33114 -2.04837 -0.7 -0.1 -0.1 0.342
H -4.70457 -0.26658 -2.77080 0.0 0.1 0.6 0.379
O 1.71891 -1.37860 2.08681 -0.9 1.0 -0.5 -0.757
C 0.97933 -0.35103 2.09512 0.3 -0.6 -0.7 0.883
O 0.47432 0.10613 0.97569 0.9 -0.9 0.6 -0.521
C 0.63188 0.31762 3.38571 -0.3 0.3 0.7 0.093
C -0.10058 1.52167 3.43422 0.2 -0.4 0.0 -0.209
C -0.47539 2.07352 4.65510 0.2 -0.1 0.7 -0.544
C -0.11217 1.43218 5.85529 0.6 -1.0 -2.2 -0.029
C 0.61404 0.22624 5.81734 -0.2 0.6 0.2 -0.483
C 0.98837 -0.31505 4.59306 -0.1 0.2 -0.3 -0.396
N -0.49145 1.99003 7.11403 -1.0 1.3 3.4 0.920
O -1.14337 3.05989 7.13514 1.4 -2.2 -0.4 -0.562
O -0.16216 1.37584 8.15689 -0.6 1.1 -2.3 -0.560
H -0.37833 2.02683 2.50980 0.1 -0.2 0.2 0.386
H -1.03093 3.00690 4.71125 0.1 -0.2 0.0 0.472
H 0.88990 -0.25117 6.75392 -0.1 0.1 -0.2 0.476
H 1.55556 -1.24476 4.57291 -0.2 0.3 -0.1 0.431
```
Forces are in eV/Å.

Properties
* HOMO energy: -7.872 eV
* energy relative to the best compared isomer or geometry (same formula, charge and spin): 2.366 eV
* Kohn-Sham gap: 4.46 eV
* total charge: +1
* max |F|: 5.5 eV/Å



# 3
Computed, not measured: an isolated molecule of C18H27N3O2, with ωB97M-V/def2-TZVPD.

Structure (XYZ):
```
50
Properties=species:S:1:pos:R:3:forces:R:3:mulliken_charge:R:1
C -5.82959 -1.53648 -1.23507 0.6 -0.2 -0.9 -1.350
C -5.16623 -1.24711 0.06613 -0.2 0.0 0.8 0.647
C -5.94884 -1.15823 1.24129 1.2 0.3 -0.1 -0.589
C -5.29531 -0.81520 2.43165 -1.3 -0.7 -1.1 -0.541
C -3.93950 -0.64972 2.41305 0.8 0.7 -0.3 -0.626
C -3.23042 -0.69989 1.20427 -1.0 -0.8 0.5 0.053
C -1.76000 -0.38374 1.22985 -0.1 0.4 -1.2 0.486
C -0.95913 -1.26308 0.27604 -0.3 -0.3 -0.1 -1.040
C 0.49054 -0.81445 0.23221 -0.8 0.6 -0.8 -1.173
N 0.60174 0.60329 -0.14319 1.2 0.2 -0.3 0.654
C 0.55534 0.95749 -1.57479 0.5 0.3 1.0 -0.872
C 1.37817 2.23576 -1.88793 0.3 -0.7 -0.5 -1.202
N 2.78267 2.11149 -1.44405 0.6 -0.5 1.2 -0.113
C 3.63460 1.22723 -2.08538 -1.5 -1.1 -0.4 0.149
O 3.35085 0.77823 -3.19904 0.8 0.6 0.8 -0.646
C 4.79360 0.58257 -1.27013 -0.3 0.9 0.0 0.295
C 4.45511 -0.85112 -0.82028 -0.9 -0.5 -0.6 0.055
C 5.18934 -0.96512 0.49834 -0.3 0.5 0.0 -0.715
C 4.97348 0.44238 1.06075 0.5 -0.3 0.4 -0.332
O 5.01747 1.35645 -0.06153 0.0 -1.2 0.2 -0.519
C -0.10698 1.52126 0.76089 -0.2 -1.0 -0.8 -1.032
C -1.55971 1.09571 0.88954 -0.9 1.1 -0.4 -0.757
N -3.84738 -1.04025 0.05298 0.5 0.6 0.6 -0.250
H -6.48388 -2.38782 -1.14356 -0.5 -0.1 0.0 0.383
H -5.11780 -1.77881 -2.04276 0.0 0.1 0.6 0.303
H -6.36881 -0.65730 -1.57531 -0.3 0.0 0.0 0.269
H -7.01406 -1.33888 1.22542 0.0 0.0 -0.1 0.394
H -5.90616 -0.70761 3.31187 0.2 0.0 0.4 0.419
H -3.42079 -0.35686 3.31074 0.2 0.0 0.2 0.411
H -1.38243 -0.53451 2.23017 0.1 -0.2 0.5 0.339
H -1.35504 -1.23978 -0.75025 -0.2 0.2 0.4 0.249
H -1.07643 -2.29537 0.62052 0.3 -0.1 -0.1 0.490
H 1.01148 -1.45921 -0.46760 0.3 0.2 -0.3 0.524
H 0.94937 -0.96975 1.18650 0.4 0.1 0.9 0.373
H 0.96528 0.16857 -2.18410 0.3 -0.5 0.0 0.632
H -0.46259 1.06944 -1.90025 -0.8 0.4 -0.4 0.376
H 1.33060 2.43983 -2.97716 0.3 -0.3 0.6 0.405
H 0.93963 3.10937 -1.43164 0.0 0.3 0.4 0.431
H 2.93493 2.14990 -0.40727 -0.1 0.1 -1.6 0.363
H 5.71173 0.55269 -1.87751 -0.3 0.3 0.1 0.362
H 4.76284 -1.61691 -1.54472 0.0 0.4 0.0 0.411
H 3.35882 -0.97106 -0.70271 0.5 0.2 0.1 -0.388
H 4.84807 -1.74376 1.17967 -0.3 0.0 -0.1 0.362
H 6.23495 -1.16457 0.30514 0.4 0.1 0.0 0.307
H 5.78825 0.65049 1.78160 -0.5 0.4 -0.4 0.331
H 3.98964 0.49723 1.56742 0.4 0.1 -0.2 0.193
H 0.36280 1.48121 1.73717 0.3 0.1 0.3 0.441
H -0.05787 2.54577 0.36304 0.1 -0.3 0.3 0.408
H -2.06782 1.74541 1.62791 0.1 -0.3 -0.2 0.363
H -2.05449 1.32484 -0.07796 0.1 -0.3 0.4 0.268
```
Forces are in eV/Å.

Properties
* HOMO energy: -8.135 eV
* energy relative to the best compared isomer or geometry (same formula, charge and spin): 2.393 eV
* Kohn-Sham gap: 8.90 eV
* total charge: 0
* max |F|: 1.9 eV/Å
* SMILES: Cc1cccc(C2CCN(CCNC(=O)[C@@H]3CCCO3)CC2)n1



# 4
Computed, not measured: an isolated molecule of C18H27N3O2, with ωB97M-V/def2-TZVPD.

Structure (XYZ):
```
50
Properties=species:S:1:pos:R:3:forces:R:3:mulliken_charge:R:1
C 7.19404 -0.95120 2.13186 -0.2 0.3 0.2 -1.036
C 6.81246 0.24480 2.99933 0.4 -0.1 -0.2 -0.424
O 5.53335 0.10459 3.58570 -0.3 0.0 0.1 -0.467
C 4.41648 0.29945 2.83907 -0.3 0.0 0.1 0.896
C 4.38514 0.74430 1.51744 0.3 0.0 0.1 -0.298
C 3.17795 0.92010 0.87446 -0.3 -0.1 0.2 -0.941
C 1.97028 0.65677 1.52204 0.7 -0.1 0.3 0.671
C 0.70864 0.83369 0.84359 -0.9 0.1 -0.4 -0.375
N 0.65207 1.23410 -0.36254 0.8 0.0 0.0 -0.758
N -0.54511 1.38114 -0.94689 -0.9 -0.1 0.7 0.259
C -0.69871 1.72035 -2.25824 -0.1 0.1 -0.1 0.402
O 0.20246 1.98278 -3.01537 0.1 0.0 -0.2 -0.624
C -2.17630 1.75641 -2.64453 0.0 0.0 -0.1 -0.779
N -2.89014 0.60317 -2.12419 -0.1 0.3 -0.1 0.485
C -2.41984 -0.64807 -2.71780 0.3 -0.3 0.2 -1.316
C -1.90572 -1.64503 -1.67253 -0.2 -0.1 -0.2 -0.390
C -2.93334 -2.14258 -0.65408 0.2 0.2 0.0 -0.868
C -3.53459 -1.03059 0.21576 -0.1 -0.2 0.2 -0.077
C -4.95902 -0.62931 -0.17146 0.1 0.0 -0.1 -0.982
C -5.17031 -0.33868 -1.65533 0.1 0.2 0.2 -0.544
C -4.32912 0.80675 -2.21163 -0.2 -0.1 0.0 -0.982
C 2.00758 0.21414 2.84697 0.0 0.1 -0.3 -0.692
C 3.20842 0.03949 3.49389 0.4 0.0 0.0 -0.550
H 6.50665 -1.06089 1.29666 0.0 0.0 -0.1 0.342
H 7.16088 -1.86166 2.72501 0.0 -0.1 0.0 0.300
H 8.20081 -0.81718 1.74593 0.1 0.0 -0.1 0.351
H 6.87712 1.17899 2.42846 0.0 0.0 0.1 0.335
H 7.49324 0.31633 3.85237 -0.1 0.1 -0.2 0.315
H 5.29541 0.96108 0.98093 0.1 0.0 0.0 0.341
H 3.14556 1.26410 -0.14701 0.0 0.0 -0.1 0.500
H -0.20223 0.60439 1.41588 0.0 0.0 -0.1 0.298
H -1.39717 1.14752 -0.42738 0.3 0.0 -0.3 0.353
H -2.24137 1.84811 -3.74116 0.1 0.0 0.1 0.323
H -2.60717 2.66393 -2.20740 0.0 0.0 -0.1 0.443
H -1.58878 -0.43275 -3.39771 -0.1 0.0 -0.1 0.462
H -3.20780 -1.11556 -3.31786 0.0 0.1 -0.1 0.552
H -1.50977 -2.50823 -2.21359 0.1 0.0 0.0 0.416
H -1.07029 -1.19083 -1.13675 0.1 0.0 0.0 0.108
H -2.42294 -2.86401 -0.01137 -0.1 0.0 0.0 0.371
H -3.72943 -2.68553 -1.16557 -0.1 -0.1 0.0 0.427
H -3.55929 -1.35689 1.25863 0.0 0.0 0.0 0.453
H -2.89243 -0.15283 0.16310 0.0 0.0 0.1 -0.147
H -5.24044 0.25274 0.40915 -0.1 0.0 0.0 0.390
H -5.64049 -1.43702 0.10930 0.0 0.0 0.1 0.312
H -4.99324 -1.24535 -2.23279 -0.1 0.0 -0.1 0.266
H -6.21875 -0.06748 -1.80473 0.0 -0.1 -0.1 0.434
H -4.63874 0.98110 -3.25913 0.0 0.1 0.1 0.270
H -4.55774 1.71521 -1.64419 0.0 0.0 -0.1 0.411
H 1.08418 0.00603 3.36857 -0.1 0.0 0.1 0.332
H 3.24754 -0.29986 4.51711 0.0 0.0 0.1 0.432
```
Forces are in eV/Å.

Properties
* HOMO energy: -7.879 eV
* energy relative to the best compared isomer or geometry (same formula, charge and spin): 3.412 eV
* Kohn-Sham gap: 8.53 eV
* total charge: 0
* max |F|: 1.2 eV/Å
* SMILES: CCOc1ccc(/C=N/NC(=O)CN2CCCCCCC2)cc1



For the records above, the corresponding energy values read -5787.31195, -2159.68230, -1016.83862, -1016.80119 Eh.